Record 1
Molecular formula: C2H11N3
Method: DFT, ωB97M-V with the def2-TZVPD basis set

Last column: Löwdin charge in e.
Element x y z (Å)
H1 -2.4047 -0.8316 0.6304  0.043
H2 0.7405 -1.2226 -0.7559  0.037
H3 -0.7811 0.9755 -0.7687  0.045
H4 -2.2151 0.7125 -1.7551  0.056
N1 -2.5268 0.0361 0.1440  -0.074
N2 1.4672 1.0227 0.3935  -0.036
H5 0.3853 -0.3981 1.2853  0.088
H6 2.1138 -0.4610 1.6810  0.099
N3 1.4924 -1.4556 -0.1098  0.008
H7 1.9608 1.5767 1.0787  0.045
H8 1.8084 1.3973 -0.4865  0.060
H9 -1.4786 -0.7517 -1.3262  0.078
C1 1.3963 -0.3889 0.8654  -0.362
C2 -1.5999 0.2856 -0.9638  -0.199
H10 -2.6932 0.8153 0.7510  0.047
H11 2.3345 -1.3122 -0.6635  0.066

SMILES = NCN.CN
Energy relative to the best compared isomer or geometry (same formula, charge and spin) = 103.0 kJ/mol
Net charge = 0
Electronic energy = -6721.513 eV

=====

Record 2
Molecular formula: C2H11N3O
Method: DFT, ωB97M-V with the def2-TZVPD basis set

Last column: Löwdin charge in e.
Element x y z (Å)
N1 0.0956 -0.5290 0.8603  -0.261
N2 -0.5046 1.0258 -1.9158  -0.006
C1 1.0733 -0.7021 1.9071  -0.133
H1 0.1009 -1.0860 -0.7113  0.024
O1 -1.2319 -0.6527 1.3990  -0.104
H2 2.0634 -0.6703 1.4494  0.079
H3 -1.5093 0.8679 -1.9409  0.059
N3 -0.1042 -1.0646 -1.7736  0.026
H4 -0.8635 2.2701 -0.2641  0.073
H5 0.4374 -0.8556 -2.6034  0.045
H6 0.8095 2.2177 -0.9163  0.062
C2 -0.1200 1.6653 -0.7924  -0.236
H7 -0.9485 -1.5775 -2.0076  0.038
H8 1.0110 0.0669 2.6965  0.073
H9 0.9601 -1.6784 2.3905  0.080
H10 -1.3710 0.1000 2.0004  0.080
H11 0.1020 0.6024 0.2222  0.102

Energy relative to the best compared isomer or geometry (same formula, charge and spin) = 511.5 kJ/mol
Net charge = 0
Electronic energy = -8764.513 eV

=====

Record 3
Molecular formula: C2H11N3O2
Method: DFT, ωB97M-V with the def2-TZVPD basis set

Last column: Mulliken spin population.
Element x y z (Å)
N1 -0.4286 0.4602 -0.6084  0.185
H1 -0.0018 -0.2691 3.6467  0.000
C1 -0.5954 1.8989 -0.5516  -0.005
H2 -1.5916 2.1298 -0.1877  0.003
H3 0.2112 2.2657 0.0753  0.005
H4 -1.1994 -0.1636 -0.8515  0.002
N2 0.5719 -1.5184 -0.1702  0.818
O1 -1.9739 -1.6480 -2.0216  0.002
H5 -1.9206 -1.5144 -2.9666  0.000
H6 1.0923 -1.8641 0.6344  -0.023
H7 0.6421 1.1496 3.8940  0.000
C2 0.6436 -0.1990 -0.2783  -0.089
H8 2.3446 0.2252 0.7880  -0.008
H9 2.5072 0.3193 -0.8242  -0.005
H10 -1.2427 -2.1862 -1.7352  0.000
N3 1.8508 0.4756 -0.0617  0.103
O2 0.1443 0.6207 3.2991  0.000
H11 -0.5140 2.4214 -1.5064  0.014

Energy relative to the best compared isomer or geometry (same formula, charge and spin) = 0.0 kJ/mol
Net charge = +1
Spin multiplicity = 2
Expectation value of S² = 0.76
Electronic energy = -10809.577 eV

=====

Record 4
Molecular formula: C2H11N5O
Method: DFT, ωB97M-V with the def2-TZVPD basis set

Last column: Löwdin charge in e.
Element x y z (Å)
H1 2.1348 2.4532 -0.7113  0.148
H2 0.8520 -5.7773 5.2112  0.186
C1 1.7074 2.4356 -2.5616  -0.164
H3 2.1302 2.6067 -3.5919  0.187
O1 -1.7208 1.7046 -0.8447  -0.003
H4 -3.6255 1.7103 -2.2410  0.101
N1 -0.3281 -4.2226 5.9690  0.245
C2 -1.8736 0.9939 -1.8013  -0.447
H5 0.1649 2.7193 -1.4321  0.073
N2 0.4350 2.6367 -2.3456  0.206
H6 0.1138 -3.9722 6.8901  0.174
N3 2.5792 2.2428 -1.6081  0.204
N4 0.1231 -5.0536 5.2037  0.149
H7 -0.2973 -5.0118 4.1584  0.245
N5 -3.0621 0.9259 -2.4836  0.138
H8 3.4154 1.7510 -1.5330  0.122
H9 -0.1002 2.9378 -3.1900  0.180
H10 -3.1980 0.4068 -3.3635  0.125
H11 -1.1627 0.2016 -2.0908  0.127

Energy relative to the best compared isomer or geometry (same formula, charge and spin) = 0.0 kJ/mol
Net charge = +2
Electronic energy = -11732.360 eV

=====

Record 5
Molecular formula: C2H11N6
Method: DFT, ωB97M-V with the def2-TZVPD basis set

Last column: Löwdin charge in e.
Element x y z (Å)
H1 -1.5391 -1.3512 1.3218  0.073
H2 -2.1899 3.4970 0.0008  0.021
H3 2.2452 -1.3258 2.6656  0.100
N1 1.4611 -0.6104 0.9896  0.085
N2 -1.2662 0.1634 -1.1374  0.054
N3 -1.0878 -0.4898 1.2537  0.104
C1 1.6733 -1.5848 1.7663  0.067
H4 -1.6317 1.1585 -0.9274  0.050
H5 -1.7243 0.3042 1.5178  0.132
H6 0.6660 0.5593 -1.8475  0.121
N4 -0.5477 -0.2715 -0.0248  -0.190
C2 0.8269 -0.3539 -0.1694  -0.327
H7 -2.4142 3.1343 -1.5337  0.089
H8 -0.9741 3.1598 -1.0077  0.023
H9 1.3731 -2.6739 1.5757  0.128
H10 2.2342 -0.1340 -1.8461  0.143
N5 1.3734 -0.0024 -1.3286  0.207
N6 -1.8558 2.8747 -0.6729  0.032
H11 -2.0342 -0.3504 -1.4872  0.087

Energy relative to the best compared isomer or geometry (same formula, charge and spin) = 0.0 kJ/mol
Net charge = +1
Electronic energy = -11184.356 eV

=====

Record 6
Molecular formula: C2H11NO2
Method: DFT, ωB97M-V with the def2-TZVPD basis set

Last column: Löwdin charge in e.
Element x y z (Å)
H1 1.5721 1.1210 1.3699  0.029
H2 0.4582 -1.7415 0.0198  0.086
O1 -0.4016 -0.8276 3.0598  -0.095
H3 -0.5867 0.5955 -2.7632  0.084
H4 1.0531 1.0055 -1.9376  0.084
H5 -1.3227 0.2788 -0.4494  0.123
H6 -0.3270 1.9423 -1.6331  0.085
C1 -0.0273 0.9148 -1.8791  -0.094
H7 -0.9688 -1.9183 -0.9139  0.080
H8 0.0244 -0.5354 3.8729  0.026
C2 -0.0724 -1.3145 -0.8422  -0.103
H9 -0.4023 -0.0126 2.5263  -0.012
N1 -0.3602 0.0944 -0.6917  -0.209
O2 0.6163 1.1463 1.4111  -0.134
H10 0.5433 -1.4885 -1.7072  0.074
H11 0.2017 0.7399 0.5575  -0.024

SMILES = CNC.O.O
Energy relative to the best compared isomer or geometry (same formula, charge and spin) = 87.4 kJ/mol
Net charge = 0
Electronic energy = -7837.020 eV

=====

Record 7
Molecular formula: C2H11NO2
Method: DFT, ωB97M-V with the def2-TZVPD basis set

Last column: Löwdin charge in e.
Element x y z (Å)
H1 -1.7216 -0.4419 -1.7414  0.100
C1 -0.9874 1.4878 -1.0568  -0.118
O1 0.9357 -0.7755 2.7717  -0.065
O2 2.4087 -0.8219 0.1703  -0.049
H2 -0.2333 1.9285 -0.4039  0.066
H3 -0.4412 -1.3412 0.5053  0.055
N1 -0.9999 -0.5318 0.2831  -0.019
H4 -0.8536 1.8575 -2.0819  0.069
H5 -1.9472 -0.7671 0.5372  0.073
H6 0.4320 -0.3351 2.1072  -0.035
H7 1.5623 -0.3718 0.1437  -0.005
H8 3.0417 -0.1672 -0.1601  0.058
H9 1.6556 -1.2375 2.3039  0.027
H10 0.0195 -0.3287 -1.5530  0.093
H11 -1.9407 1.8851 -0.7127  0.065
C2 -0.9305 -0.0392 -1.1126  -0.314

SMILES = CCN.O.O
Energy relative to the best compared isomer or geometry (same formula, charge and spin) = 51.9 kJ/mol
Net charge = 0
Electronic energy = -7837.389 eV

=====

Record 8
Molecular formula: C2H11NO2S2
Method: DFT, ωB97M-V with the def2-TZVPD basis set

Last column: Löwdin charge in e.
Element x y z (Å)
H1 0.3039 1.3571 -2.5012  0.063
H2 -2.5367 -6.4789 0.7243  0.035
H3 -2.2214 2.9881 -1.1991  0.058
C1 -0.5662 1.9451 -0.5815  -0.372
S1 1.6536 -0.4761 0.0317  0.306
H4 2.6383 0.8695 2.7627  0.018
H5 2.5964 0.2048 -0.6401  -0.176
H6 -2.5225 1.7982 -0.1340  0.068
H7 -1.0811 -6.2987 0.5809  0.022
H8 3.6945 1.6126 3.4228  0.031
H9 -1.3882 0.8389 -2.1963  0.054
H10 -0.1915 1.5929 0.3728  0.063
S2 0.0494 -0.7394 -1.2767  0.420
O1 -1.7055 -6.8993 0.9805  -0.057
C2 -0.3973 0.9563 -1.7770  -0.546
N1 -1.8765 2.5560 -0.3547  -0.016
O2 3.4063 1.4062 2.5289  -0.077
H11 0.1445 2.7669 -0.7440  0.106

SMILES = NCCSS.O.O
Energy relative to the best compared isomer or geometry (same formula, charge and spin) = 66.6 kJ/mol
Net charge = 0
Electronic energy = -29507.466 eV

=====

Record 9
Molecular formula: C2H11NO3
Method: DFT, ωB97M-V with the def2-TZVPD basis set

Last column: Löwdin charge in e.
Element x y z (Å)
H1 1.3867 0.5361 -1.8672  0.077
H2 2.3713 -1.6950 -0.1223  0.065
O1 -1.7889 -1.5572 -1.9934  -0.046
H3 -1.2548 0.1740 -0.7211  -0.041
C1 1.6182 0.2123 -0.8825  -0.229
H4 0.3742 1.2629 3.3205  0.126
H5 0.7576 -1.6959 -1.0952  0.008
N1 1.3159 1.2111 0.1313  0.076
H6 0.7654 0.8780 0.8109  0.004
H7 -2.0734 -2.4111 -1.6163  0.063
H8 -2.0651 0.8200 0.2717  0.064
O2 -0.6492 1.0653 3.5873  -0.081
C2 1.5900 -1.1221 -0.7565  -0.070
H9 1.0081 1.9968 -0.3278  0.039
H10 -1.3194 -1.7557 -2.7945  0.035
O3 -1.4216 1.0376 -0.4304  -0.044
H11 -0.6149 1.0429 4.4853  -0.047

SMILES = C=CN.O.O.O
Energy relative to the best compared isomer or geometry (same formula, charge and spin) = 368.8 kJ/mol
Net charge = 0
Electronic energy = -9881.377 eV

=====

Record 10
Molecular formula: C2H11NO3
Method: DFT, ωB97M-V with the def2-TZVPD basis set

Last column: Löwdin charge in e.
Element x y z (Å)
C1 -0.4250 -0.9923 -1.3801  -0.093
H1 -0.5026 -1.3482 -0.3413  0.077
O1 1.5693 -3.4109 -1.1830  -0.079
H2 3.8114 -2.7722 1.4998  0.053
H3 2.3146 -2.9127 -0.8009  -0.001
H4 2.0740 -3.8793 -1.8605  0.042
H5 -0.1555 1.5679 -0.0910  0.074
H6 -1.6092 0.6991 0.1408  0.068
N1 -0.4856 0.2386 -1.6214  -0.104
H7 -2.7654 5.4130 2.3474  0.029
H8 -0.2326 -1.6702 -2.2043  0.059
H9 2.8539 -1.7458 0.9116  0.049
H10 -3.8705 4.7031 3.2243  0.029
C2 -1.0129 1.1565 -0.6439  -0.162
H11 -1.4384 2.0121 -1.1453  0.066
O2 3.5810 -2.3344 0.6741  -0.050
O3 -3.7064 5.2756 2.4735  -0.058

SMILES = C=NC.O.O.O
Energy relative to the best compared isomer or geometry (same formula, charge and spin) = 146.3 kJ/mol
Net charge = 0
Electronic energy = -9883.684 eV

=====

> energy relative to the best compared isomer or geometry (same formula, charge and spin) of number 10 (C2H11NO3)?

146.3 kJ/mol

=====

> The highest electronic energy belongs to which entry?

C2H11N3

=====

> Which value of net charge does entry 10 give?

0